Molecular formula: C4H12NO2
Method: DFT, ωB97M-V/def2-TZVPD

Atoms and positions in Å:
C1 0.59 -1.23 1.10
O1 1.50 -2.06 1.76
C2 0.99 -0.54 -0.37
C3 -0.14 0.27 -0.95
C4 0.36 1.28 -2.17
N1 0.06 2.69 -1.90
H1 -0.64 -1.52 0.96
H2 0.36 -0.42 1.69
H3 1.93 0.11 -0.23
H4 1.24 -1.50 -0.79
H5 -0.96 -0.24 -1.36
H6 -0.53 0.97 -0.08
H7 -0.15 0.73 -3.07
H8 1.48 1.34 -2.26
H9 0.00 2.67 -0.90
H10 0.99 3.09 -1.84
H11 -2.78 -2.18 2.91
H12 -1.69 -1.73 3.73
O2 -2.62 -1.73 3.77

DFT total energy: -364.73930 a.u.
highest occupied orbital energy: -2.7 eV
HOMO-LUMO gap: 6.418 eV
LUMO: 3.8 eV
2S+1: 1
charge: -1


Molecular formula: C4H12NO2
Method: DFT, ωB97M-V/def2-TZVPD

Atoms and positions in Å:
C1 -1.43 1.14 -0.85
C2 -0.63 -0.07 -0.50
C3 0.73 0.30 -0.19
C4 1.01 1.33 1.03
O1 1.47 0.79 2.09
N1 -0.76 -1.16 -1.57
H1 -1.67 1.83 -0.03
H2 -2.30 0.80 -1.26
H3 -0.81 1.80 -1.41
H4 -1.16 -0.49 0.39
H5 1.29 0.61 -1.06
H6 1.32 -0.55 0.13
H7 -0.11 1.85 1.32
H8 1.65 2.05 0.54
H9 0.02 -1.77 -1.30
H10 -0.56 -0.82 -2.53
H11 0.99 -1.83 1.67
H12 0.05 -2.95 1.94
O2 0.91 -2.84 1.58

DFT total energy: -364.70875 a.u.
highest occupied orbital energy (spin up / spin down): -9.6 / -9.5 eV
HOMO-LUMO gap (spin up / spin down): 10.464 / 7.438 eV
LUMO (spin up / spin down): 0.9 / -2.0 eV
2S+1: 2
<S²>: 0.76


Molecular formula: C4H12NO2
Method: DFT, ωB97M-V/def2-TZVPD

Atoms and positions in Å:
C1 -2.02 -0.90 0.11
N1 -1.00 -1.35 -0.96
C2 -0.23 -0.29 -1.66
C3 1.29 -0.20 -1.39
C4 1.55 0.19 0.13
O1 0.93 1.30 0.45
H1 -2.81 -0.31 -0.47
H2 -1.53 -0.37 0.90
H3 -2.52 -1.78 0.54
H4 -0.26 -1.91 -0.46
H5 -0.77 0.65 -1.25
H6 -0.63 -0.13 -2.71
H7 2.04 -0.99 -1.59
H8 1.54 0.71 -2.08
H9 1.05 -0.71 0.63
H10 2.64 0.20 0.53
H11 -0.71 1.83 2.80
H12 0.08 1.11 1.58
O2 -0.27 0.99 2.70

DFT total energy: -364.66905 a.u.
highest occupied orbital energy (spin up / spin down): -8.9 / -8.8 eV
HOMO-LUMO gap (spin up / spin down): 9.758 / 5.926 eV
LUMO (spin up / spin down): 0.9 / -2.9 eV
2S+1: 2
<S²>: 0.76


The records above yield M values of 106.1, 106.1, 106.1 g mol⁻¹, respectively.
The records above yield relative energy (zero: lowest compared OMol25 entry of this formula, charge and spin) values of 3.162, 1.390, 2.470 eV, respectively.
The records above yield strongest force on any atom values of 4.2, 4.6, 4.2 eV/A, respectively.